Computed, not measured: a structure of composition C55H47GeN8PS4SbTc, with ωB97M-V/def2-TZVPD.

Calculated values
- E_HOMO (spin up / spin down) (eV) = -12.71 / -12.71
- multiplicity = 1
- total energy (Ha) = -6893.661056
- strongest force on any atom (eV/Å) = 1.571
- gap between HOMO and LUMO (spin up / spin down) (Ha) = 0.188 / 0.188
- total charge = +2

Each line ends with the Mulliken charge.
Element x y z (Å)
Tc1 0.070 -0.538 0.263  0.8067
C1 1.662 -3.523 4.136  -1.5723
C2 0.786 -2.326 4.126  1.1679
N1 0.050 -1.890 5.089  -0.8661
N2 -0.564 -0.771 4.578  0.6306
C3 -0.242 -0.502 3.330  -0.6844
S1 -0.805 0.692 2.251  -0.3056
N3 0.628 -1.476 3.039  0.9205
N4 1.216 -1.556 1.783  -0.2962
H1 1.591 -3.993 5.114  0.3961
H2 2.704 -3.247 3.948  0.3109
H3 1.348 -4.251 3.385  0.3617
H4 -1.147 -0.211 5.179  0.1949
H5 1.508 -2.499 1.564  0.4305
H6 2.721 -0.824 0.620  1.0429
N5 1.190 2.228 -0.819  0.3256
C4 0.795 1.239 -0.418  -0.2844
H7 1.647 3.030 -1.229  0.2987
N6 -4.106 -4.986 -1.163  -0.5396
C5 -3.676 -4.222 -0.407  0.4945
N7 -3.173 -3.363 0.481  -0.6051
C6 -2.192 -2.638 0.566  0.5543
N8 -1.232 -1.939 0.749  -0.4126
S2 1.538 0.619 -3.714  -0.3870
P1 1.231 -1.269 -3.362  0.8124
S3 1.272 -1.775 -1.301  -0.2733
C7 -0.331 -1.922 -3.982  0.5255
C8 -0.661 -1.619 -5.303  -0.7804
C9 -1.827 -2.140 -5.850  -0.7972
C10 -2.652 -2.961 -5.086  -0.6595
C11 -2.317 -3.267 -3.774  -0.7627
C12 -1.153 -2.748 -3.220  0.1202
C13 2.520 -2.338 -4.025  0.7877
C14 2.682 -3.644 -3.551  -0.3381
C15 3.644 -4.466 -4.118  -0.7808
C16 4.428 -3.995 -5.165  -0.4749
C17 4.252 -2.704 -5.645  -0.6382
C18 3.301 -1.869 -5.074  -0.4760
H8 -0.016 -0.977 -5.892  0.4519
H9 -2.087 -1.911 -6.877  0.4500
H10 -3.558 -3.369 -5.523  0.4618
H11 -2.952 -3.922 -3.184  0.5432
H12 -0.886 -2.990 -2.195  0.3199
H13 2.059 -4.020 -2.746  0.3926
H14 3.779 -5.476 -3.747  0.4143
H15 5.176 -4.639 -5.612  0.4063
H16 4.858 -2.344 -6.468  0.4129
H17 3.172 -0.855 -5.433  0.3406
S4 -1.416 0.101 -1.552  -0.4215
Sb1 -3.452 1.195 -1.053  1.6881
C19 -3.795 2.307 0.688  0.6279
C20 -4.051 3.670 0.560  -0.6225
C21 -4.441 4.388 1.685  -0.7206
C22 -4.573 3.745 2.911  -0.6478
C23 -4.320 2.381 3.025  -0.8456
C24 -3.933 1.649 1.910  -0.7149
C25 -4.955 -0.247 -1.188  0.7601
C26 -4.836 -1.220 -2.183  -0.3686
C27 -5.810 -2.201 -2.277  -0.6982
C28 -6.865 -2.226 -1.368  -0.6903
C29 -6.976 -1.249 -0.388  -0.6554
C30 -6.023 -0.242 -0.297  -0.6385
C31 -3.485 2.471 -2.710  0.4897
C32 -2.618 3.562 -2.723  -0.4926
C33 -2.615 4.408 -3.823  -0.6996
C34 -3.464 4.154 -4.897  -0.5869
C35 -4.304 3.050 -4.886  -0.7025
C36 -4.322 2.197 -3.788  -0.5082
H18 -3.963 4.167 -0.399  0.4850
H19 -4.653 5.449 1.599  0.4354
H20 -4.886 4.310 3.783  0.4331
H21 -4.441 1.884 3.983  0.4822
H22 -3.752 0.585 1.994  0.8227
H23 -3.993 -1.219 -2.866  0.3210
H24 -5.741 -2.964 -3.043  0.4461
H25 -7.597 -3.023 -1.422  0.4169
H26 -7.805 -1.270 0.309  0.4273
H27 -6.123 0.535 0.452  0.4505
H28 -1.946 3.750 -1.891  0.5347
H29 -1.956 5.269 -3.842  0.4194
H30 -3.468 4.825 -5.749  0.4188
H31 -4.956 2.853 -5.730  0.4318
H32 -4.982 1.336 -3.776  0.4211
C37 1.980 -0.469 1.320  -1.3695
Ge1 2.981 0.854 2.508  2.4394
C38 2.164 1.186 4.233  0.7272
C39 2.529 0.347 5.291  -0.7488
C40 2.013 0.553 6.568  -0.7220
C41 1.142 1.609 6.801  -0.6544
C42 0.782 2.459 5.758  -0.9732
C43 1.288 2.250 4.483  -0.2740
C44 4.628 -0.126 2.802  -0.0438
C45 5.609 0.524 3.560  -0.5865
C46 6.845 -0.072 3.775  -0.7671
C47 7.116 -1.326 3.235  -0.5455
C48 6.149 -1.985 2.488  -0.8508
C49 4.910 -1.387 2.272  -0.1977
C50 3.336 2.340 1.332  0.4235
C51 2.974 3.661 1.592  -0.4108
C52 3.298 4.665 0.685  -0.7288
C53 3.996 4.356 -0.479  -0.7145
C54 4.387 3.043 -0.733  -0.7186
C55 4.061 2.042 0.173  -0.2351
H33 3.236 -0.462 5.124  0.4054
H34 2.299 -0.109 7.377  0.4523
H35 0.759 1.782 7.800  0.4356
H36 0.118 3.295 5.945  0.4758
H37 0.987 2.909 3.678  0.3265
H38 5.408 1.505 3.983  0.4333
H39 7.598 0.441 4.360  0.4314
H40 8.083 -1.789 3.398  0.4100
H41 6.359 -2.962 2.067  0.4392
H42 4.176 -1.923 1.675  0.3015
H43 2.440 3.918 2.500  0.2967
H44 3.020 5.691 0.894  0.4500
H45 4.255 5.143 -1.180  0.4028
H46 4.953 2.802 -1.626  0.4401
H47 4.382 1.021 -0.027  0.3120

---

Computed, not measured: a structure of composition C55H48N6O5PSTi, with ωB97M-V/def2-TZVPD.

Calculated values
- ⟨S²⟩ = 0.755
- E_HOMO (spin up / spin down) (eV) = -7.79 / -7.79
- multiplicity = 2
- total energy (Ha) = -4418.345483
- energy relative to the best compared isomer or geometry (same formula, charge and spin) (eV) = 1.445
- strongest force on any atom (eV/Å) = 4.310
- gap between HOMO and LUMO (spin up / spin down) (Ha) = 0.253 / 0.249

Each line ends with the Mulliken charge.
Element x y z (Å)
Ti1 11.512 11.825 15.179  -0.0089
O1 12.090 11.023 18.021  -0.6360
N1 10.957 11.345 17.362  1.0806
C1 9.924 11.022 18.074  -1.2463
C2 8.514 11.336 17.854  1.0769
C3 7.663 11.156 18.963  -0.9231
C4 6.343 11.281 18.985  -0.7506
C5 5.686 11.618 17.790  -0.7910
C6 6.442 11.820 16.676  -1.2201
C7 7.889 11.717 16.654  0.7661
P1 8.742 11.791 14.999  2.8211
C8 8.028 10.387 13.998  0.6195
C9 6.831 9.743 14.152  -0.6036
C10 6.467 8.699 13.314  -0.8921
C11 7.221 8.429 12.183  -0.8394
C12 8.388 9.154 11.918  -0.9297
C13 8.788 10.168 12.805  0.2402
C14 7.738 13.300 14.386  0.5968
C15 7.272 13.281 13.076  -0.7588
C16 6.659 14.428 12.585  -0.5058
C17 6.417 15.467 13.420  -0.8920
C18 6.909 15.535 14.732  -0.9941
C19 7.653 14.450 15.197  -0.5238
H1 12.786 11.326 17.453  0.4712
H2 10.168 10.591 19.093  0.1705
H3 8.197 10.929 19.926  0.2759
H4 5.899 11.000 19.949  0.3529
H5 4.602 11.688 17.825  0.4472
H6 5.900 12.073 15.745  0.5052
H7 6.162 9.968 15.053  0.1843
H8 5.531 8.257 13.423  0.5182
H9 6.917 7.683 11.496  0.4385
H10 8.925 9.107 10.997  0.5488
H11 9.718 10.688 12.565  -0.0707
H12 7.503 12.399 12.543  0.8738
H13 6.210 14.445 11.565  0.3925
H14 5.851 16.295 13.037  0.4140
H15 6.942 16.466 15.243  0.4408
H16 8.187 14.652 16.066  0.7513
O2 14.890 17.368 13.190  -0.5943
C20 13.631 17.360 13.210  0.0173
O3 12.824 17.904 12.457  -0.7577
C21 12.981 16.377 14.228  0.9753
C22 11.578 16.352 14.475  -0.7811
C23 11.094 15.195 15.006  -0.2769
N2 11.854 14.159 15.422  -0.1781
C24 13.202 14.296 15.332  0.5598
C25 13.789 15.384 14.744  0.1738
C26 13.999 13.169 15.781  -0.2078
O4 15.186 13.175 15.830  -0.8246
O5 13.263 12.140 15.995  -0.0811
H17 10.900 16.999 13.992  0.6009
H18 10.038 15.059 15.108  0.1208
H19 14.863 15.440 14.581  -0.1892
C27 17.732 17.028 14.704  -1.1850
C28 18.055 15.731 14.078  0.8250
C29 19.220 15.494 13.394  -1.0048
C30 19.034 14.269 12.676  0.5412
N3 17.910 13.732 13.114  -1.0661
N4 17.333 14.605 13.901  0.8622
C31 19.920 13.663 11.617  -1.2530
H20 17.186 17.553 13.919  0.1853
H21 18.644 17.640 14.836  0.3844
H22 17.163 17.090 15.611  0.3185
H23 19.962 16.277 13.252  0.3232
H24 16.599 14.308 14.529  0.2659
H25 20.877 13.774 12.031  0.3743
H26 19.872 14.179 10.641  0.2400
H27 19.728 12.610 11.438  0.3197
N5 11.598 12.157 13.045  1.4017
S1 11.058 13.392 12.203  0.3819
C32 12.485 14.304 11.492  1.0200
C33 13.736 13.759 11.479  0.5785
C34 14.697 14.508 10.806  -0.8118
C35 14.425 15.790 10.315  -0.8340
C36 13.126 16.283 10.315  -0.6624
C37 12.176 15.493 10.913  -0.6167
C38 10.535 12.689 10.671  0.4192
C39 11.304 11.701 10.103  0.3283
C40 10.788 10.985 9.006  -0.6605
C41 9.556 11.271 8.533  -0.9458
C42 8.809 12.305 9.123  -0.5593
C43 9.285 12.988 10.225  -0.5545
H28 12.158 11.473 12.507  -1.3171
H29 13.744 12.692 11.731  -0.3818
H30 15.683 14.086 10.554  0.3929
H31 15.141 16.305 9.727  0.4807
H32 12.857 17.284 9.959  0.3066
H33 11.306 16.033 10.950  0.3343
H34 12.384 11.616 10.452  -0.1219
H35 11.508 10.297 8.598  0.5181
H36 9.075 10.756 7.699  0.3877
H37 7.775 12.534 8.787  0.3851
H38 8.700 13.732 10.681  0.7418
C44 10.846 6.475 17.186  -0.7463
C45 9.836 7.499 17.077  -1.3983
C46 10.124 8.631 16.277  -0.0256
C47 11.391 8.746 15.704  -0.0358
C48 12.374 7.735 15.888  -0.3765
C49 12.062 6.616 16.607  -0.6838
N6 11.703 9.897 14.913  1.3705
C50 12.667 9.668 13.869  -1.7589
C51 12.289 9.011 12.691  0.1521
C52 13.128 9.010 11.569  -1.0685
C53 14.338 9.669 11.687  -0.1448
C54 14.809 10.229 12.916  -1.0512
C55 13.973 10.161 13.996  0.5144
H39 10.695 5.613 17.910  0.2532
H40 8.847 7.522 17.494  0.5323
H41 9.337 9.422 16.156  0.6629
H42 13.330 8.020 15.491  0.4934
H43 12.849 5.885 16.740  0.4182
H44 11.341 8.528 12.639  0.8338
H45 12.885 8.526 10.584  0.3819
H46 15.090 9.808 10.838  0.3112
H47 15.730 10.796 13.064  0.5214
H48 14.217 10.614 14.960  0.5454

---

Let's list molecular weight in order: 1271.649, 983.934 g mol⁻¹.